No. 1
Formula: C2H3ClF2S
Source: OMol25
Level of theory: wB97M-V/def2-TZVPD

Output
Kohn-Sham gap in eV: 6.97
Energy above the lowest of the compared OMol25 structures with the same formula, charge and spin in kJ/mol: 355.6

The geometry in ORCA input format:
```
! RIJCOSX wB97M-V def2-TZVPD def2/J DEFGRID3
* xyz 0 1
C -0.565 -0.734 -0.050
C 0.769 -0.377 0.394
F 0.684 1.753 -0.903
F 0.999 0.489 1.361
S -1.763 0.647 0.209
Cl 2.137 -0.840 -0.407
H -0.515 -1.182 -1.171
H -0.999 -1.425 0.644
H -0.746 1.669 -0.078
*
```


No. 2
Formula: C32H45N9O5P2S3W
Source: OMol25
Level of theory: wB97M-V/def2-TZVPD

Output
Kohn-Sham gap in eV: 6.46

The geometry in ORCA input format:
```
! RIJCOSX wB97M-V def2-TZVPD def2/J DEFGRID3
* xyz 2 1
W 0.144 0.295 0.176
C 4.034 -0.752 -0.311
C 2.758 -0.509 -1.019
N 2.064 0.588 -0.639
N 1.128 0.994 -1.627
C 0.838 2.345 -1.513
S 0.573 2.827 0.053
S 0.623 3.239 -2.935
C 1.828 2.475 -4.091
C 3.228 2.943 -3.821
C 3.677 4.147 -4.352
C 4.959 4.600 -4.077
C 5.801 3.852 -3.266
C 5.362 2.646 -2.739
C 4.079 2.197 -3.015
C 2.294 -1.330 -2.072
C 3.154 -1.941 -3.011
C 2.642 -2.710 -4.019
C 1.254 -2.926 -4.083
C 0.395 -2.392 -3.151
C 0.895 -1.582 -2.122
O 0.084 -1.211 -1.152
H 4.854 -0.608 -1.024
H 4.094 -1.781 0.040
H 4.164 -0.037 0.499
H 1.473 2.816 -5.064
H 1.712 1.394 -4.042
H 3.024 4.733 -4.989
H 5.301 5.535 -4.498
H 6.801 4.206 -3.053
H 6.023 2.055 -2.118
H 3.740 1.251 -2.613
H 4.218 -1.748 -2.958
H 3.291 -3.143 -4.766
H 0.852 -3.535 -4.882
H -0.669 -2.584 -3.187
N 1.002 2.591 4.125
C 0.451 1.970 3.066
S 1.403 0.731 2.290
N -0.763 2.249 2.729
N -1.233 1.495 1.665
C -2.512 1.576 1.538
C -3.305 0.955 0.506
C -4.683 0.780 0.651
C -5.423 0.245 -0.387
C -4.795 -0.076 -1.589
C -3.433 0.119 -1.761
C -2.694 0.618 -0.699
O -1.381 0.869 -0.855
H 1.992 2.527 4.286
H 0.497 3.352 4.550
H -3.022 2.181 2.283
H -5.168 1.078 1.573
H -6.489 0.107 -0.279
H -5.383 -0.465 -2.411
H -2.941 -0.088 -2.701
C -2.838 -0.360 4.060
N -1.622 -1.118 3.746
C -0.595 -1.077 4.792
P -1.456 -1.824 2.305
O -1.141 -0.998 1.072
O -0.197 -2.796 2.503
P 1.303 -2.730 1.865
O 1.419 -1.545 0.956
N 2.267 -2.679 3.165
C 3.553 -1.982 3.151
C 2.082 -3.577 4.307
N 1.477 -4.117 1.031
C 0.451 -4.395 0.021
C 2.085 -5.319 1.605
N -2.805 -2.637 1.975
C -3.296 -2.854 0.610
C -3.477 -3.447 2.994
H -3.259 -0.725 4.997
H -3.579 -0.488 3.273
H -2.601 0.700 4.166
H -1.103 -1.029 5.754
H 0.052 -0.205 4.691
H 0.011 -1.977 4.770
H 4.381 -2.685 3.029
H 3.678 -1.454 4.097
H 3.574 -1.251 2.350
H 1.111 -4.067 4.264
H 2.139 -2.998 5.230
H 2.858 -4.344 4.337
H 0.107 -3.466 -0.430
H -0.403 -4.919 0.463
H 0.880 -5.023 -0.759
H 2.941 -5.057 2.220
H 2.441 -5.942 0.786
H 1.372 -5.900 2.197
H -2.702 -2.291 -0.103
H -4.332 -2.520 0.543
H -3.251 -3.917 0.363
H -3.059 -3.252 3.979
H -3.365 -4.508 2.768
H -4.540 -3.204 3.010
*
```